Record 1
{
  "formula": "C5H5N5S",
  "method": "wB97M-V/def2-TZVPD",
  "symbols": ["C", "C", "C", "C", "C", "N", "N", "N", "N", "N", "S", "H", "H", "H", "H", "H"],
  "positions_angstrom": [[-0.186061, 2.069935, 1.781752], [-0.242855, 2.757059, 0.541318], [-0.073401, 2.006293, -0.637496], [0.095796, 0.033796, -0.166918], [0.055962, -2.524185, -0.498879], [-0.248060, 0.782509, 1.996552], [-0.229124, 4.068840, 0.249443], [-0.077744, 2.881574, -1.641988], [-0.146285, -0.176677, 1.048976], [-0.122594, 4.086862, -1.096433], [0.244323, -0.982796, -1.519978], [-0.159649, 2.738428, 2.727811], [0.041125, -3.296925, -1.245087], [-0.823819, -2.455599, 0.046037], [1.030598, -2.432946, 0.160625], [0.000261, 5.007199, -1.452472]],
  "forces_ev_per_a": [[-0.79, 0.18, 2.63], [1.12, -0.27, -1.45], [-0.23, -1.68, 0.83], [-1.25, 4.91, -1.15], [3.88, 1.42, -0.48], [0.56, 2.08, 1.49], [0.03, -0.44, -0.28], [0.98, -0.57, -1.59], [0.34, -0.34, -1.53], [-0.65, -1.87, 3.68], [-0.32, -0.52, 0.57], [-0.17, -1.43, -1.47], [0.25, -0.64, 0.09], [-1.46, 0.02, 1.09], [-2.25, -1.00, -1.14], [-0.05, 0.14, -1.30]],
  "e_above_lowest_ev": 4.547,
  "multiplicity": 1,
  "lumo_energy_ev": -0.27,
  "total_energy_ev": -23546.504
}

Record 2
{
  "formula": "C8H12O",
  "method": "wB97M-V/def2-TZVPD",
  "symbols": ["C", "C", "C", "C", "C", "C", "C", "C", "O", "H", "H", "H", "H", "H", "H", "H", "H", "H", "H", "H", "H"],
  "positions_angstrom": [[-0.986357, 0.831126, -1.809465], [-0.120750, 0.921054, -0.629113], [-0.036699, 2.130064, 0.175297], [-0.652859, 0.874431, 0.835793], [0.147128, -0.374622, 1.391387], [-0.009163, -1.861061, 1.674263], [-0.154673, -1.486034, 0.183648], [1.167894, -1.193302, -0.492751], [1.133154, 0.208731, -0.929624], [-1.568661, -0.167884, -1.968063], [-1.614784, 1.906220, -1.872143], [-0.061161, 0.983612, -2.555318], [0.923127, 2.494351, 0.657744], [-0.523596, 3.065772, 0.207250], [-1.770877, 0.719190, 1.244591], [1.317751, -0.181782, 1.258202], [1.052421, -2.534645, 1.843616], [-0.781697, -2.132296, 2.662906], [-1.102966, -1.269887, -0.201464], [1.464197, -1.420045, -1.711562], [2.178570, -1.512993, 0.034806]],
  "forces_ev_per_a": [[0.08, 2.59, -2.69], [0.07, -0.68, 0.49], [2.78, 0.12, 3.94], [-1.22, -2.19, 1.00], [3.67, 0.29, -2.03], [0.33, -1.24, 3.09], [3.28, -0.35, 3.69], [1.58, -0.95, -5.26], [-1.33, 2.01, 2.07], [1.01, 2.12, 0.17], [1.10, -3.36, -0.03], [-2.76, -0.61, 0.43], [-0.42, -1.27, -0.93], [-1.72, 0.42, -0.99], [2.24, 0.98, -1.91], [-2.79, 0.13, 0.93], [-3.01, 2.42, -0.13], [1.64, 0.25, -3.82], [-0.88, -0.10, -0.81], [-1.22, -1.45, 3.15], [-2.44, 0.89, -0.38]],
  "e_above_lowest_ev": 8.815,
  "multiplicity": 1,
  "lumo_energy_ev": 0.99,
  "total_energy_ev": -10529.147
}

| no. | HOMO level (eV) |
| --- | --- |
| 1 | -8.9 |
| 2 | -8.2 |